52
Properties=species:S:1:pos:R:3:forces:R:3 method="wB97M-V/def2-TZVPD" de_lowest_kj_mol=128.56 e_lumo_ev=0.5 smiles="COc1ccc(CCNC(=O)COC(=O)Cn2cnc3ccccc32)cc1OC" homo_energy_ev=-7.847 spin_multiplicity=1
C -5.831 0.880 -0.531 -0.1864 0.0272 0.0961
H -5.757 1.527 0.349 -0.0038 -0.0348 -0.0213
O -4.566 0.615 -1.084 0.3715 -0.1213 -0.0534
C -3.636 0.005 -0.297 0.0416 0.0385 -0.1289
C -3.844 -0.430 1.000 -0.1704 0.1501 -0.2008
C -2.816 -1.016 1.723 0.2359 -0.1114 -0.1028
C -1.569 -1.193 1.159 -0.1516 -0.2377 0.1247
C -1.358 -0.782 -0.156 -0.1179 0.0216 -0.2110
C -2.367 -0.183 -0.886 -0.1519 0.1412 -0.1108
O -2.240 0.280 -2.166 -0.3302 -0.0116 0.2940
C -1.009 0.103 -2.816 0.1580 -0.0258 -0.0904
H -0.195 0.620 -2.294 -0.0005 -0.0414 0.0117
H -0.752 -0.958 -2.913 0.0187 0.0273 0.0333
H -1.135 0.536 -3.807 0.0570 -0.0357 0.0430
H -0.384 -0.935 -0.598 0.1265 -0.0020 -0.1088
C -0.411 -1.694 1.974 -0.0403 0.3125 0.0707
H 0.331 -2.170 1.330 -0.0334 -0.0518 0.0340
H -0.744 -2.416 2.720 0.0310 -0.0867 0.0055
C 0.241 -0.503 2.701 -0.0269 -0.1619 0.1569
N 0.585 0.541 1.764 0.4341 -0.2928 0.0299
C -0.209 1.605 1.553 0.4985 0.2703 -0.4377
O -1.131 1.936 2.263 -0.3482 0.1927 0.0359
C 0.162 2.449 0.323 -0.5676 0.4015 0.3883
H -0.676 2.407 -0.379 0.1189 -0.0309 0.0636
H 0.316 3.489 0.628 -0.0660 -0.2337 -0.0077
O 1.329 1.956 -0.328 -0.0927 -0.2931 -0.1747
C 2.376 2.771 -0.470 0.4031 0.1113 -0.0890
O 2.389 3.942 -0.225 0.0375 0.0283 -0.0539
C 3.588 1.978 -0.979 -0.2571 0.3888 0.0564
N 3.658 0.699 -0.336 0.1805 -0.2459 -0.0539
C 4.127 0.457 0.926 0.0335 -0.0494 0.0661
N 3.903 -0.744 1.352 0.2239 -0.1108 0.6116
C 3.225 -1.373 0.336 -0.1739 0.4179 -0.6599
C 2.730 -2.670 0.249 0.0455 0.0507 -0.0889
C 2.076 -3.028 -0.910 -0.0063 -0.1808 0.1153
C 1.915 -2.130 -1.969 0.0015 0.1051 -0.1327
C 2.399 -0.838 -1.905 -0.0557 0.0803 -0.1265
C 3.051 -0.469 -0.740 -0.0055 -0.6079 0.2845
H 2.272 -0.154 -2.731 -0.0419 0.0582 -0.0915
H 1.405 -2.459 -2.861 -0.0450 -0.0194 -0.0764
H 1.676 -4.026 -1.010 -0.0306 -0.0895 -0.0009
H 2.866 -3.361 1.065 0.0074 -0.0920 0.1105
H 4.642 1.211 1.490 0.1096 0.2662 0.0783
H 3.494 1.840 -2.060 0.0652 0.0380 0.1158
H 4.489 2.561 -0.773 -0.1695 -0.0752 -0.0696
H 1.249 0.289 1.048 -0.0378 0.1403 -0.0395
H -0.463 -0.067 3.412 0.1138 -0.0820 0.0116
H 1.147 -0.822 3.220 -0.0827 0.0352 0.0570
H -2.996 -1.325 2.741 -0.0147 -0.0303 0.1464
H -4.805 -0.301 1.471 -0.1252 0.0465 -0.0039
H -6.390 1.394 -1.312 -0.0050 -0.0335 0.0867
H -6.355 -0.043 -0.261 0.0257 0.0394 0.0069



111
Properties=species:S:1:pos:R:3:forces:R:3 method="wB97M-V/def2-TZVPD" de_lowest_kj_mol=0.00 total_charge=+1 e_lumo_ev=-3.1 homo_energy_ev=-9.435 spin_multiplicity=1
Pb 1.922 0.287 -1.107 -0.0604 0.0707 0.1265
C -4.037 4.721 -4.604 -0.0017 -0.0033 0.0064
C -3.963 3.651 -3.526 -0.0272 0.0136 -0.0020
N -2.669 2.965 -3.501 0.0142 -0.0006 0.0092
C -1.767 3.302 -2.555 0.0161 -0.0029 0.0033
C -0.546 2.729 -2.393 0.0685 0.0538 -0.0200
C 0.193 3.127 -1.139 -0.1343 -0.0821 0.0648
O -0.013 4.228 -0.658 0.0223 0.0271 -0.0152
O 0.932 2.219 -0.594 0.1250 0.1031 -0.0799
C -0.129 1.709 -3.295 -0.0677 0.0248 -0.0488
O 0.951 1.084 -3.242 0.0329 -0.0327 -0.0110
C -1.080 1.394 -4.369 -0.0319 0.0113 -0.0240
C -0.745 0.399 -5.289 0.0336 0.0148 -0.0198
C -1.664 -0.004 -6.209 0.0699 0.0295 0.0981
F -1.340 -0.963 -7.122 0.1905 0.0923 0.1453
C -2.951 0.534 -6.259 0.0323 0.0802 0.0150
C -3.278 1.539 -5.372 -0.0025 0.0067 0.0024
C -2.348 1.990 -4.423 0.0433 -0.0533 -0.0304
N -3.903 0.063 -7.189 -0.1327 0.0792 0.0696
C -4.360 0.905 -8.262 -0.0344 0.0079 -0.0135
C -3.707 0.519 -9.583 0.0159 0.0066 -0.0367
N -3.995 -0.939 -9.838 -0.0280 0.0061 -0.0206
C -3.483 -1.821 -8.724 0.0578 -0.1060 -0.0754
C -4.082 -1.346 -7.407 -0.0424 -0.1217 -0.0645
H -5.014 5.203 -4.585 -0.0076 0.0044 -0.0013
H -3.880 4.305 -5.599 0.0011 -0.0094 -0.0066
H -3.277 5.484 -4.435 0.0059 0.0072 0.0001
H -4.752 2.907 -3.634 0.0060 0.0095 -0.0002
H -4.096 4.098 -2.543 0.0001 -0.0072 -0.0043
H -2.071 4.070 -1.855 0.0034 0.0064 0.0045
H 0.241 -0.042 -5.254 0.0129 0.0287 -0.0108
H -4.284 1.932 -5.400 -0.0041 0.0044 -0.0077
H -4.125 1.946 -8.046 -0.0016 0.0005 0.0030
H -5.452 0.833 -8.369 0.0269 0.0029 0.0044
H -2.623 0.616 -9.535 -0.0014 0.0084 0.0000
H -4.095 1.088 -10.426 -0.0002 -0.0112 -0.0065
H -3.581 -1.228 -10.725 -0.0097 0.0028 0.0146
H -5.007 -1.065 -9.931 0.0151 0.0034 -0.0025
H -2.398 -1.730 -8.732 -0.1922 -0.0241 -0.0447
H -3.775 -2.844 -8.956 -0.0033 -0.0130 -0.0270
H -3.623 -1.910 -6.597 -0.0294 -0.0170 0.0091
H -5.155 -1.585 -7.395 0.0208 0.0065 -0.0156
C 2.906 -3.792 2.211 -0.0142 -0.0273 0.0035
As 1.939 -2.746 0.867 0.0490 -0.0319 -0.0400
C 2.233 -3.950 -0.645 -0.0044 -0.0204 0.0093
C 0.081 -3.243 1.353 0.0240 0.0365 0.0250
C -0.242 -4.696 1.223 0.0198 -0.0112 0.0035
C -0.068 -5.577 2.288 -0.0185 -0.0015 0.0097
C -0.336 -6.931 2.143 0.0037 -0.0086 0.0076
C -0.782 -7.428 0.927 0.0061 -0.0023 -0.0059
C -0.961 -6.558 -0.141 -0.0158 -0.0039 -0.0008
C -0.694 -5.206 0.006 0.0025 -0.0070 0.0042
H 2.622 -4.844 2.171 -0.0071 0.0128 0.0031
H 2.701 -3.399 3.207 0.0059 -0.0018 0.0027
H 3.976 -3.703 2.023 0.0023 -0.0031 -0.0033
H 1.999 -4.982 -0.388 0.0128 0.0178 -0.0024
H 3.278 -3.876 -0.946 -0.0039 0.0029 -0.0058
H 1.600 -3.631 -1.471 -0.0037 -0.0014 -0.0079
H -0.547 -2.643 0.697 -0.0117 0.0188 -0.0132
H -0.062 -2.892 2.378 0.0035 -0.0083 -0.0103
H 0.270 -5.197 3.245 0.0021 0.0064 0.0020
H -0.199 -7.598 2.984 -0.0009 -0.0033 0.0031
H -0.990 -8.483 0.813 -0.0046 -0.0037 -0.0008
H -1.313 -6.932 -1.095 0.0021 -0.0047 -0.0034
H -0.837 -4.533 -0.831 -0.0295 0.0106 -0.0057
C -3.654 -5.862 -3.243 0.0034 -0.0084 0.0037
C -2.981 -4.577 -2.845 -0.0053 0.0052 0.0117
C -1.830 -4.139 -3.481 -0.0032 0.0126 -0.0117
C -1.184 -2.963 -3.100 0.0152 0.0502 -0.0504
C 0.077 -2.560 -3.823 0.0109 -0.0254 0.0348
C -1.727 -2.203 -2.067 -0.0960 -0.0204 0.1719
C -2.904 -2.610 -1.424 0.0167 -0.0437 -0.0124
C -3.500 -1.803 -0.301 0.0286 0.0096 -0.0183
C -3.504 -3.796 -1.817 0.0051 -0.0041 -0.0128
C -1.055 -0.927 -1.621 0.1309 0.0103 -0.3328
O -1.636 0.144 -1.728 -0.0897 -0.0517 0.1745
O 0.155 -1.093 -1.189 -0.0219 -0.0344 0.1421
H -3.014 -6.459 -3.893 -0.0010 -0.0009 -0.0017
H -4.588 -5.669 -3.775 -0.0088 -0.0024 0.0010
H -3.901 -6.461 -2.366 0.0026 -0.0024 -0.0038
H -1.403 -4.736 -4.281 0.0062 -0.0066 -0.0042
H -0.025 -2.739 -4.895 -0.0033 -0.0003 -0.0108
H 0.927 -3.151 -3.477 0.0102 -0.0039 -0.0062
H 0.326 -1.513 -3.665 0.0064 -0.0498 0.0115
H -2.755 -1.574 0.463 0.0113 -0.0009 0.0097
H -4.315 -2.349 0.171 -0.0072 0.0031 0.0069
H -3.874 -0.847 -0.666 -0.0077 0.0097 -0.0064
H -4.394 -4.133 -1.296 -0.0134 -0.0070 0.0054
C 0.084 1.484 2.615 -0.0260 0.0007 -0.0315
As 1.836 1.043 1.903 0.0706 0.0004 -0.0508
C 2.694 2.781 2.068 -0.0258 0.0169 0.0351
C 2.652 0.048 3.406 -0.0335 -0.0356 -0.0135
C 2.608 0.752 4.725 -0.0063 -0.0057 0.0029
C 1.520 0.595 5.582 -0.0020 0.0017 -0.0077
C 1.461 1.273 6.790 -0.0015 -0.0016 0.0060
C 2.493 2.121 7.165 0.0017 -0.0008 0.0003
C 3.586 2.280 6.325 0.0001 0.0007 0.0010
C 3.642 1.600 5.118 0.0007 0.0029 -0.0052
H 0.174 1.963 3.589 0.0040 -0.0035 -0.0126
H -0.526 0.585 2.700 0.0041 0.0014 -0.0023
H -0.382 2.167 1.905 -0.0054 -0.0033 0.0068
H 2.625 3.154 3.089 -0.0065 -0.0130 -0.0019
H 2.175 3.453 1.387 0.0129 -0.0017 -0.0041
H 3.742 2.711 1.778 0.0001 -0.0005 0.0015
H 3.677 -0.169 3.101 -0.0053 0.0011 0.0027
H 2.121 -0.905 3.450 0.0036 0.0067 0.0068
H 0.713 -0.071 5.299 -0.0028 -0.0027 -0.0009
H 0.608 1.135 7.442 -0.0020 -0.0007 0.0026
H 2.448 2.649 8.108 -0.0004 0.0027 0.0040
H 4.400 2.932 6.613 0.0036 0.0023 0.0017
H 4.502 1.726 4.470 0.0050 -0.0005 -0.0038



25
Properties=species:S:1:pos:R:3:forces:R:3 method="wB97M-V/def2-TZVPD" de_lowest_kj_mol=165.31 e_lumo_ev=0.7 smiles=C[C@@H](O)[C@](N)(O)[C@@H](C)CO homo_energy_ev=-8.950 spin_multiplicity=1
C -0.169 0.431 -0.527 -2.6255 -1.9038 1.1529
C -1.691 -0.287 -0.215 0.9494 1.7941 -0.7701
C 0.778 -0.438 0.271 3.5059 1.1574 -0.8320
C 2.327 0.107 -0.003 -1.6196 -0.9360 0.7482
C -2.157 -0.075 1.216 -0.0262 0.1102 -0.2701
C 0.783 -1.912 -0.109 -0.1591 0.2705 0.2112
N -0.167 1.786 -0.094 -0.2886 0.1781 0.5989
O -0.069 0.339 -1.911 0.2329 -0.6673 -1.3304
O -2.584 0.302 -1.144 -0.5882 0.2890 0.0761
O 2.580 1.409 0.491 0.0556 0.0761 0.0704
H 0.823 0.274 -2.289 -0.2000 0.1636 0.6850
H -2.910 1.140 -0.793 0.0966 -0.1335 0.0077
H 2.501 1.391 1.451 0.0182 0.0007 -0.0672
H -1.750 -1.347 -0.476 0.6462 0.1942 -0.0339
H 0.618 -0.276 1.337 -0.1810 -0.0619 -0.0023
H -0.740 2.358 -0.703 0.2585 -0.0606 -0.0252
H 0.772 2.155 0.017 -0.2494 0.0157 -0.1986
H 3.014 -0.611 0.464 -0.0639 0.0142 -0.1329
H 2.543 0.133 -1.073 -0.0713 -0.0208 0.0536
H -1.621 -0.719 1.908 0.0509 -0.0184 0.1488
H -3.225 -0.291 1.289 0.0583 -0.1809 -0.0301
H -2.016 0.967 1.503 0.1528 0.0272 0.0746
H 1.614 -2.420 0.377 0.0726 -0.0515 -0.0419
H 0.878 -2.008 -1.188 0.0065 -0.1470 -0.0696
H -0.130 -2.410 0.203 -0.0317 -0.1093 -0.0232



13
Properties=species:S:1:pos:R:3:forces:R:3 method="wB97M-V/def2-TZVPD" de_lowest_kj_mol=629.38 e_lumo_ev=0.8 homo_energy_ev=-7.862 spin_multiplicity=1
C 1.893 0.577 -0.650 0.1101 1.6952 0.3990
C 2.620 -0.347 -0.432 0.0050 -0.0160 -0.9479
C -1.424 0.755 0.958 0.7204 0.2636 0.3078
N -1.082 0.037 -1.260 1.0033 -0.8497 -2.9361
N -0.907 0.029 -0.019 -2.9524 1.5694 2.0450
N -0.277 -1.071 0.447 0.6599 -2.2449 1.1605
F 3.326 -1.417 -0.524 -0.0516 -0.0444 0.4401
H 1.421 1.572 -0.659 0.3853 -1.3794 -0.0128
H -1.862 1.698 0.767 -0.3587 0.5444 -0.2705
H -1.223 0.383 1.952 -0.0900 0.5091 -0.0246
H -1.489 0.829 -1.766 -0.0037 0.1246 1.5253
H -0.544 -1.269 1.460 0.3758 0.0330 -2.4134
H -0.453 -1.775 -0.272 0.1966 -0.2049 0.7277